(1)
Formula: C4H6BNO
Source: the Open Molecules 2025 dataset
Level of theory: wB97M-V/def2-TZVPD

Geometry as ORCA input:
```
! wB97M-V def2-TZVPD RIJCOSX def2/J DEFGRID3
* xyz 0 3
H -1.052 1.686 -0.824
O 0.904 -1.880 -0.444
H -2.832 -1.855 -0.025
H 2.581 0.580 0.829
B -1.529 -0.156 -0.039
H 0.962 2.185 0.232
C 1.646 0.230 0.456
H -3.049 -0.664 1.163
C -0.653 0.910 -0.240
H 2.710 -1.537 0.083
C 1.725 -1.135 0.019
N -2.454 -1.073 0.459
C 0.681 1.141 0.143
*
```

The calculation puts the LUMO energy (spin up / spin down) at 0.29 / -2.02 eV. Its gap between HOMO and LUMO (spin up / spin down) is 5.6 / 6.9 eV. The expectation value of S² is 2.01.



(2)
Formula: C10H32FeN2O13V
Source: the Open Molecules 2025 dataset
Level of theory: wB97M-V/def2-TZVPD

Geometry as ORCA input:
```
! wB97M-V def2-TZVPD RIJCOSX def2/J DEFGRID3
* xyz 2 8
O 4.557 0.462 -2.366
H -1.173 1.624 0.070
O -3.872 2.127 2.098
N -0.372 3.007 2.043
H -3.009 0.189 -2.531
H -4.437 0.375 2.967
H 0.517 -0.996 -6.012
H -0.625 -3.144 -2.535
H -1.783 -0.081 -1.361
V 1.622 -1.380 2.166
H -0.073 -0.454 -3.209
H 1.795 1.977 0.332
O 1.052 0.239 0.885
H -0.554 -2.166 -1.253
H -1.275 -0.379 -4.467
H -2.280 2.082 3.440
C 1.156 -0.430 -0.218
C 0.904 -1.645 -5.224
O 3.467 -0.322 2.515
H 1.450 -2.469 -5.683
H 5.288 0.285 -2.972
H -0.953 3.360 -0.451
N -1.204 -2.620 -1.881
H -2.569 -2.262 -3.391
C 4.301 -0.401 1.530
H 1.541 0.924 3.670
O 0.844 0.253 3.585
O 2.527 2.587 0.451
O 1.982 -3.489 1.906
O -0.131 -2.117 -4.397
C -1.568 2.637 0.081
C -2.541 -0.610 -1.953
H 3.296 2.007 0.567
H -3.226 -1.138 -1.294
H 1.794 -4.182 2.551
H -2.569 2.646 -0.359
H -2.170 4.018 1.783
H 0.113 0.567 4.127
H -2.206 0.933 2.191
H -5.733 1.558 2.805
O 2.062 -0.232 -1.084
C -0.813 -1.069 -3.747
O 1.092 -1.653 0.168
H 4.413 1.415 -2.410
H 1.693 -1.180 -4.616
O 4.487 0.394 0.523
O 3.866 -1.481 0.922
H 0.203 3.676 1.513
Fe 3.965 -1.024 -0.988
C -2.521 1.977 2.369
C -1.752 3.032 1.586
C -1.858 -1.674 -2.811
H -4.453 1.817 4.050
H 0.078 2.099 1.849
O -0.249 -2.270 2.759
H 2.197 -3.950 1.086
H -0.840 -2.484 2.021
H -0.772 -2.405 3.558
C -4.683 1.441 3.051
*
```

The calculation puts the LUMO energy (spin up / spin down) at -8.62 / -10.60 eV. For the energy above the lowest of the compared OMol25 structures with the same formula, charge and spin, the calculation gives 0.0 kJ/mol. Its gap between HOMO and LUMO (spin up / spin down) is 4.5 / 2.5 eV. The expectation value of S² is 15.80.



(3)
Formula: C3H10N2O
Source: the Open Molecules 2025 dataset
Level of theory: wB97M-V/def2-TZVPD

Geometry as ORCA input:
```
! wB97M-V def2-TZVPD RIJCOSX def2/J DEFGRID3
* xyz 0 1
N -2.035 -1.168 -0.378
H 0.643 2.166 0.838
O -0.640 0.950 -0.223
C -1.576 -1.003 -1.568
H -0.559 1.318 1.773
H 2.268 0.964 -0.211
H -1.244 -0.089 0.040
H -1.949 -0.270 -2.274
H 2.996 -0.398 0.729
H 0.576 -0.759 1.377
H -3.023 -0.974 -0.219
N 1.049 0.128 1.253
H -0.556 -1.358 -1.691
C 2.094 -0.036 0.237
C 0.134 1.205 0.927
H 1.823 -0.677 -0.610
*
```

The calculation puts the LUMO energy at -0.05 eV. For the energy above the lowest of the compared OMol25 structures with the same formula, charge and spin, the calculation gives 353.0 kJ/mol. Its gap between HOMO and LUMO is 8.6 eV.



(4)
Formula: C17H27N3O6S
Source: the Open Molecules 2025 dataset
Level of theory: wB97M-V/def2-TZVPD

Geometry as ORCA input:
```
! wB97M-V def2-TZVPD RIJCOSX def2/J DEFGRID3
* xyz 0 1
H -1.673 -2.868 0.509
H 4.427 0.282 0.695
H -0.881 -2.404 2.873
H -0.012 0.762 -4.588
O -3.247 2.334 1.608
H 3.174 2.338 1.288
H -0.377 0.694 0.275
H -2.043 -1.198 -3.892
H -2.210 3.784 4.978
C -2.629 1.582 2.329
H 5.411 1.209 -0.479
O -2.801 1.518 3.672
C -1.451 -1.670 2.305
C -1.241 -1.906 0.805
H -1.739 -0.925 -1.052
C -1.934 -0.789 0.010
C 4.443 1.145 0.023
H 4.119 3.277 0.122
C -3.727 2.453 4.219
H -1.248 -0.071 3.754
O -0.282 -3.402 -1.506
H -1.992 1.381 -0.038
C 4.139 2.422 0.794
H -4.607 2.505 3.569
H -2.511 -1.795 2.535
H -3.825 4.502 4.850
C -0.066 -0.821 -3.196
N -1.676 0.733 1.892
N 0.172 -2.032 0.525
C 2.346 0.350 -0.694
N 0.333 0.376 -3.723
H -2.859 4.235 3.392
H 4.905 2.581 1.547
C 1.845 2.293 -3.272
C -1.067 -1.683 -3.870
H -1.143 -2.619 -3.324
H -4.005 2.035 5.189
S 0.660 -2.447 -0.989
H 0.070 -0.150 2.563
H -3.011 -0.860 0.176
C -1.011 -0.259 2.708
C 0.606 -0.987 -2.013
C 1.467 0.139 -1.846
H 0.766 -1.291 0.875
O 3.500 0.925 -1.029
H 1.073 3.063 -3.250
H 2.281 2.275 -4.270
C -1.448 0.584 0.471
O 2.052 0.059 0.447
O 2.040 -2.818 -0.908
C -3.112 3.837 4.372
H -0.765 -1.889 -4.897
H 2.622 2.549 -2.560
C 1.272 0.966 -2.934
*
```

The calculation puts the LUMO energy at 0.53 eV. For the energy above the lowest of the compared OMol25 structures with the same formula, charge and spin, the calculation gives 0.0 kJ/mol. As for the SMILES: CCOC(=O)c1c(C)[nH]c(C)c1S(=O)(=O)NC1CCN(C(=O)OCC)CC1. Its gap between HOMO and LUMO is 9.2 eV.



(5)
Formula: C4H9N3O2
Source: the Open Molecules 2025 dataset
Level of theory: wB97M-V/def2-TZVPD

Geometry as ORCA input:
```
! wB97M-V def2-TZVPD RIJCOSX def2/J DEFGRID3
* xyz 0 1
H -2.844 1.444 0.352
H -0.343 0.619 0.543
C -0.803 -0.076 -0.318
H 2.025 2.349 -0.136
H -0.477 0.358 -1.187
O 2.120 -2.147 0.052
N -3.109 0.446 0.369
H 2.213 1.135 -1.410
O -2.485 -1.679 -0.224
H -4.005 0.347 0.294
C -2.230 -0.537 -0.053
H 1.750 0.539 1.711
H 3.077 -0.047 0.557
C 1.479 -1.127 0.079
C 2.037 0.164 0.518
N 0.131 -1.211 -0.119
H -0.258 -1.830 -0.534
N 1.722 1.255 -0.495
*
```

The calculation puts the LUMO energy at 0.50 eV. For the energy above the lowest of the compared OMol25 structures with the same formula, charge and spin, the calculation gives 317.7 kJ/mol. As for the SMILES: NCC(=O)NCC(N)=O. Its gap between HOMO and LUMO is 10.1 eV.



(6)
Formula: C36H31N9O4S3Zr
Source: the Open Molecules 2025 dataset
Level of theory: wB97M-V/def2-TZVPD

Geometry as ORCA input:
```
! wB97M-V def2-TZVPD RIJCOSX def2/J DEFGRID3
* xyz 2 1
C 5.963 3.485 -0.664
H 2.524 -0.939 -2.939
H -6.362 -0.434 -2.806
C -4.812 -0.668 0.208
C -2.789 -0.470 2.012
H -3.466 -3.227 0.239
H -1.016 -4.576 2.451
C -0.327 2.143 -2.104
N -2.480 -4.064 -2.815
C 1.557 -1.819 1.876
Zr -0.214 0.474 0.605
C 4.451 3.333 1.221
C 0.941 -3.873 2.965
N 0.181 0.915 -1.658
C -5.576 -0.401 -2.064
N 0.327 -1.741 1.268
C -3.506 -0.284 -0.180
C -1.144 -2.359 -2.879
C 0.208 2.596 -3.253
C -5.053 -0.994 1.558
H 5.036 -1.852 3.566
N 1.792 -0.671 -2.304
C -5.842 -0.722 -0.767
H -4.066 -4.567 -0.726
H -2.255 0.284 -1.853
C -0.262 -3.816 2.316
H 1.169 -4.690 3.638
H 6.880 4.826 -2.049
H 6.183 4.580 1.166
H 4.432 -0.018 2.037
C -2.406 -3.512 -1.580
C -1.675 -0.236 3.006
C -2.310 3.105 0.716
H 4.168 3.620 2.223
O 2.387 1.963 2.685
S 2.261 1.782 1.277
N -2.508 -0.197 0.751
H -1.467 -2.650 0.950
C -4.268 -0.021 -2.445
N 1.982 0.255 0.795
C 3.176 -2.862 3.371
H -2.000 2.341 2.557
H -2.006 4.516 -2.460
H -4.066 0.221 -3.481
C 1.902 -2.861 2.754
H 3.460 1.273 -1.301
H -1.567 -3.576 -4.699
H -3.028 -4.871 -3.063
C -4.037 -0.907 2.472
H 3.431 -3.664 4.050
H 1.754 -1.160 -1.422
H 7.825 4.559 -0.586
O 1.025 2.356 0.647
O -0.764 0.646 2.535
C 7.177 4.076 -1.314
C 3.715 -0.808 2.221
C 4.049 2.011 -0.771
C -1.678 -3.337 -3.657
C 1.114 0.474 -2.483
S -2.909 4.450 -0.173
H 5.479 2.235 -2.340
N -1.505 2.321 0.024
H 7.754 3.314 -1.838
C -3.162 -4.047 -0.413
H -2.559 -4.749 0.167
C 3.690 2.410 0.511
C -0.529 -2.727 1.478
N -1.600 -2.468 -1.582
C 5.183 2.548 -1.346
H -3.158 3.598 2.494
H -6.837 -1.013 -0.458
N -2.653 2.879 2.001
C -3.255 0.033 -1.533
C 4.060 -1.858 3.101
S 1.389 1.484 -3.848
H -4.159 -1.126 3.523
C 5.582 3.864 0.622
O -1.615 -0.779 4.065
C -1.301 2.829 -1.255
C 2.483 -0.779 1.631
H 0.001 3.514 -3.775
H -6.048 -1.298 1.859
C -1.984 3.956 -1.542
H -0.470 -1.580 -3.188
*
```

The calculation puts the LUMO energy at -5.72 eV. For the energy above the lowest of the compared OMol25 structures with the same formula, charge and spin, the calculation gives 115.4 kJ/mol. Its gap between HOMO and LUMO is 7.5 eV.



(7)
Formula: C5H6O
Source: the Open Molecules 2025 dataset
Level of theory: wB97M-V/def2-TZVPD

Geometry as ORCA input:
```
! wB97M-V def2-TZVPD RIJCOSX def2/J DEFGRID3
* xyz 0 1
H -1.041 0.012 -2.074
C -0.639 1.247 -0.223
C -0.269 -0.175 -0.023
H 0.888 -2.289 1.797
H 0.086 1.999 0.074
H 1.447 0.176 1.352
C 0.318 -1.620 1.175
C -0.833 -1.333 0.622
H 0.706 0.537 -1.855
O 1.283 -0.428 0.604
C -0.265 0.369 -1.401
H -1.680 1.505 -0.049
*
```

The calculation puts the LUMO energy at 0.63 eV. For the energy above the lowest of the compared OMol25 structures with the same formula, charge and spin, the calculation gives 543.6 kJ/mol. Its gap between HOMO and LUMO is 9.2 eV.



(8)
Formula: C21H25N6OPdSe3Te
Source: the Open Molecules 2025 dataset
Level of theory: wB97M-V/def2-TZVPD

Geometry as ORCA input:
```
! wB97M-V def2-TZVPD RIJCOSX def2/J DEFGRID3
* xyz 1 5
C -2.952 1.769 1.491
H 1.944 2.275 -0.942
H -3.480 2.618 1.046
Se 0.405 3.293 -3.571
H 1.089 -3.764 -4.554
H 3.015 2.699 1.162
H 0.159 -3.059 -6.747
Se -2.907 -1.577 -1.765
H 0.877 -4.494 -2.159
C 0.434 -1.991 -3.555
C -0.590 -1.203 -5.969
H 1.564 -0.961 5.985
N -0.337 2.751 1.538
H 2.642 -1.511 1.874
C 1.576 -3.676 -1.971
C 0.058 -2.423 -5.878
C -2.346 2.171 2.822
H 1.908 -3.725 -0.939
C 0.546 -1.382 2.282
H -3.671 0.961 1.605
Pd -0.209 0.233 -1.885
H -1.469 -1.272 2.967
C 0.987 3.363 1.489
C 0.577 -2.819 -4.657
C 1.662 1.619 -0.110
C -0.429 -1.242 3.264
H -0.826 -0.984 5.356
C 2.255 -1.235 3.971
C -0.064 -1.085 4.593
C -0.700 -0.426 -4.832
H -1.729 4.155 2.247
H 3.301 -1.242 4.249
H 1.018 4.139 0.717
C -0.640 1.790 0.648
H 1.984 1.547 2.019
C 0.115 -1.468 0.853
H -0.701 3.406 3.469
O -1.092 -1.350 0.548
C -1.275 3.209 2.563
H -3.105 2.583 3.486
C 2.010 2.281 1.211
N 0.235 1.311 -0.215
H 2.215 0.684 -0.223
H -1.903 1.298 3.304
N 1.096 -1.699 -0.031
H 1.165 3.841 2.450
C 1.278 -1.077 4.947
Te -1.585 2.419 -2.605
C 1.891 -1.388 2.642
H -1.205 0.528 -4.863
H -1.013 -0.852 -6.899
C 0.918 -2.362 -2.221
H -1.876 0.293 0.429
Se -3.814 -2.151 -3.641
N -0.208 -0.806 -3.652
N -1.913 1.303 0.575
N 0.682 -1.504 -1.286
H 2.435 -3.807 -2.632
*
```

The calculation puts the LUMO energy (spin up / spin down) at -3.47 / -5.63 eV. For the energy above the lowest of the compared OMol25 structures with the same formula, charge and spin, the calculation gives 0.0 kJ/mol. Its gap between HOMO and LUMO (spin up / spin down) is 7.2 / 5.1 eV. The expectation value of S² is 6.03.



(9)
Formula: C3HFO
Source: the Open Molecules 2025 dataset
Level of theory: wB97M-V/def2-TZVPD

Geometry as ORCA input:
```
! wB97M-V def2-TZVPD RIJCOSX def2/J DEFGRID3
* xyz 0 1
C 0.014 -1.526 2.378
C -0.120 0.565 -1.107
H -0.955 0.233 -1.709
C 0.612 -0.715 1.814
O 1.013 0.372 -1.403
F -0.565 1.072 0.027
*
```

The calculation puts the LUMO energy (spin up / spin down) at -3.05 / -2.97 eV. For the energy above the lowest of the compared OMol25 structures with the same formula, charge and spin, the calculation gives 612.8 kJ/mol. Its gap between HOMO and LUMO (spin up / spin down) is 8.7 / 8.7 eV.



(10)
Formula: C50H52IrN5
Source: the Open Molecules 2025 dataset
Level of theory: wB97M-V/def2-TZVPD

Geometry as ORCA input:
```
! wB97M-V def2-TZVPD RIJCOSX def2/J DEFGRID3
* xyz 0 1
H 2.235 -4.943 0.803
C -1.390 -1.210 1.869
H -2.435 1.248 1.200
H 2.460 0.928 -2.363
C -2.440 -1.011 3.908
H 0.135 3.116 0.134
H 2.013 4.607 3.043
C -1.621 0.137 3.758
C -3.138 -2.989 2.755
C 2.528 -1.993 -1.170
H 1.556 -4.405 -0.739
C 1.552 -1.923 -3.738
H 3.638 3.182 1.534
H 3.414 3.278 4.153
H -4.598 -4.144 3.850
H -1.200 -5.955 -0.377
C 3.386 2.126 1.670
C 2.879 -2.002 0.241
H 0.645 -3.154 1.244
C 2.050 1.809 -1.896
C -2.537 2.330 1.250
C -1.182 4.289 2.008
C 1.580 3.847 -1.228
H -5.279 -0.099 -1.108
H -1.613 -0.113 -1.854
C -0.964 -0.032 2.460
C -4.037 -2.431 4.966
H -2.062 4.893 1.815
C -2.407 0.827 5.918
H 1.411 -1.036 3.128
C -2.745 -4.787 -1.277
C -0.106 -4.866 2.270
C -1.241 2.913 1.795
C -4.853 -1.101 -1.202
C 3.216 -2.161 2.964
H 1.003 -5.916 -0.011
C -3.982 -3.253 3.872
Ir 0.636 -0.180 0.124
H -2.845 3.923 -0.210
C -3.245 -1.250 5.008
H -2.770 -0.764 -3.034
H -3.124 0.746 -2.180
H -4.192 -3.396 -2.009
C -3.203 -0.280 6.049
C -2.351 -1.869 2.783
C 1.320 -4.892 0.208
C -0.984 -3.880 0.112
H 4.302 1.587 1.925
H 4.686 -3.174 0.100
C -0.017 4.902 2.443
H -2.019 2.496 -0.863
C 0.240 -4.127 0.975
N 0.807 2.951 -0.604
C 2.346 1.953 2.779
C 1.105 4.131 2.690
C 2.952 2.286 4.143
H 3.151 3.543 -2.750
H -5.352 -1.751 -0.480
H 0.804 -5.057 2.846
H 2.050 0.912 2.787
H -3.806 -0.417 6.940
H 1.484 4.901 -1.018
C -3.730 2.638 2.157
C 1.972 -1.303 1.064
C -1.599 1.059 4.769
H -3.217 -5.638 -1.751
C -1.609 -4.959 -0.511
N 1.462 -1.208 -1.461
C 3.116 -2.784 -2.158
H 5.012 -3.277 2.543
H -2.389 1.562 6.715
H -3.185 -0.510 -0.026
H 3.018 1.729 0.722
C -3.345 -1.042 -0.966
C 2.634 -2.745 -3.446
H -4.688 -2.673 5.798
H 0.011 5.974 2.596
H -4.619 2.118 1.790
C -2.702 -2.409 -0.826
C -1.528 -2.597 -0.061
C -2.798 2.830 -0.174
H 0.138 -0.550 -2.886
H -3.752 2.444 -0.542
H -3.544 2.311 3.179
H -3.959 3.708 2.174
C -0.079 2.138 2.031
H 2.202 2.254 4.936
C 0.988 -1.192 -2.717
H 1.127 -1.871 -4.731
N -0.117 0.741 1.744
C 1.097 2.752 2.497
C 4.161 -2.753 2.127
H 3.936 -3.436 -1.893
C -2.669 -0.241 -2.077
C 2.144 -1.457 2.448
H -3.127 -3.677 1.920
C 2.403 3.147 -2.086
H -0.577 -5.832 2.056
H -0.786 -4.291 2.894
H -1.009 1.966 4.705
C -3.287 -3.518 -1.425
H 3.323 -2.253 4.040
H -5.094 -1.461 -2.206
N 1.073 1.697 -0.994
H 3.734 1.562 4.383
N -0.988 -1.459 0.605
H 3.077 -3.365 -4.215
C 3.979 -2.685 0.761
*
```

The calculation puts the LUMO energy at 0.18 eV. For the energy above the lowest of the compared OMol25 structures with the same formula, charge and spin, the calculation gives 67.6 kJ/mol. Its gap between HOMO and LUMO is 5.7 eV.



(11)
Formula: C4H12
Source: the Open Molecules 2025 dataset
Level of theory: wB97M-V/def2-TZVPD

Geometry as ORCA input:
```
! wB97M-V def2-TZVPD RIJCOSX def2/J DEFGRID3
* xyz 0 1
H -0.185 3.342 1.573
H 0.811 -0.694 -2.743
H 0.535 2.486 2.641
H -0.123 -3.143 -1.320
C 0.142 2.323 1.641
C -0.881 1.214 1.695
H 1.530 -2.154 -2.474
H -1.891 1.324 1.303
H 0.870 2.184 0.851
H -1.044 0.659 2.613
C -0.270 -2.071 -1.417
H -1.134 -1.792 -2.001
C 1.017 -1.366 -1.913
H -0.505 0.422 1.048
H -0.479 -1.816 -0.372
H 1.606 -0.918 -1.125
*
```

The calculation puts the LUMO energy at 1.10 eV. For the energy above the lowest of the compared OMol25 structures with the same formula, charge and spin, the calculation gives 80.8 kJ/mol. As for the SMILES: CC.CC. Its gap between HOMO and LUMO is 12.5 eV.



Energy per entry: -310.722858, -3694.843136, -304.940207, -1677.946177, -472.472630, -3425.668806, -269.139186, -8819.020765, -289.696697, -2314.671282, -159.554194 Ha